This record from the Open Molecules 2025 dataset describes the ion C19H19F3N with charge +1 at a distorted geometry. The level of theory is ωB97M-V with the def2-TZVPD basis set.

Last column: natural (NBO) charge in e.
Positions of all 42 atoms, in Å:
F -5.3259 2.1103 -2.0877  -0.32
C -3.6551 1.8996 0.0176  -0.17
C 2.3795 1.0056 -3.2937  -0.61
C -2.2275 -0.5415 0.1559  -0.22
F -5.4488 -0.0742 -2.3244  -0.31
C 2.7433 0.1675 -2.0780  0.10
C -4.1009 0.7688 -0.6120  -0.15
H -2.0906 2.7447 1.2347  0.23
H 2.3310 2.0652 -3.0365  0.23
H 1.4756 1.1444 3.3020  0.22
C 4.1276 0.6129 -1.6335  -0.61
C 2.8641 -1.2717 -2.5493  -0.61
H 4.4677 0.0345 -0.7727  0.23
C 1.7890 -0.8523 3.9781  -0.21
H -1.6020 -1.4827 0.0779  0.23
C -1.6764 0.6538 0.6673  -0.06
C 1.3510 -2.1867 3.9084  -0.18
F -6.4208 0.8563 -0.6037  -0.31
H -1.6189 -1.7619 2.3004  0.24
H 3.6098 -1.3731 -3.3470  0.25
H -4.2371 2.8029 -0.0721  0.25
C -0.1772 0.5374 1.1215  -0.25
H 3.1192 0.8867 -4.0969  0.25
H 4.1221 1.6649 -1.3448  0.23
C 0.1263 -2.5091 3.3205  -0.21
H 2.7022 -0.5944 4.5220  0.24
H 1.4045 0.7160 -3.6901  0.23
C -0.6127 -1.5001 2.6851  -0.18
H 1.9939 -2.9469 4.3270  0.23
C -2.4696 1.8451 0.7610  -0.14
H -3.9326 -1.3247 -1.0696  0.25
C 0.9927 0.4213 -0.0466  0.64
H 1.9083 -1.6320 -2.9325  0.23
H 4.8653 0.4874 -2.4364  0.25
H 3.1584 -1.9256 -1.7269  0.23
C -3.4849 -0.4669 -0.5449  -0.15
H 0.2224 1.5613 1.2867  0.26
C 0.0516 -0.2921 2.3969  -0.07
C 1.0869 0.1097 3.2892  -0.19
C -5.3395 0.9104 -1.4118  0.97
N 1.7276 0.2987 -0.9853  -0.26
H -0.1998 -3.5695 3.3442  0.24

Computed properties:
Charge: +1
Orbital gap in eV: 8.60
ΔE to the lowest compared entry with this formula, charge and spin in eV: 0.7852
Total energy in Eh: -1089.44178
HOMO level in hartree: -0.44921



This record from the Open Molecules 2025 dataset describes the molecule C19H19F3N6 at a distorted geometry. The level of theory is ωB97M-V with the def2-TZVPD basis set.

Last column: natural (NBO) charge in e.
Positions of all 47 atoms, in Å:
N 1.2193 2.9711 -2.8930  -0.48
F 3.0163 6.4867 -4.1424  -0.33
N -0.0351 1.8555 -1.2729  -0.42
H 0.2805 2.2249 0.8043  0.23
C 1.2493 -4.2337 4.5396  -0.01
H -1.0991 0.3199 1.6068  0.20
H -1.3958 2.2927 0.3169  0.19
C 0.2016 -4.6160 0.5535  -0.18
C 3.0475 6.2233 -2.8067  0.99
C 1.7182 -5.2932 3.7169  -0.01
H -1.0244 -3.7054 -0.9961  0.21
N 0.3635 -3.3410 4.0223  -0.38
H -1.9381 -0.8882 -2.3425  0.21
C -0.5062 0.7690 -2.2371  -0.21
C -3.3399 -1.2074 1.1641  -0.62
H 0.3399 -0.1295 0.7415  0.19
C -0.4483 1.7529 0.1694  -0.21
N 1.4335 -5.4043 2.4040  -0.36
C -2.2230 -1.6766 0.2264  -0.05
H -2.7104 -2.2109 -0.5943  0.21
H 2.4623 4.0034 -4.2207  0.21
C 0.5673 -4.5352 1.9059  0.09
H -0.7923 1.1881 -3.2443  0.23
H 2.3946 -6.0529 4.0816  0.20
H -2.6052 0.5625 -1.5666  0.17
H -2.9741 -0.5002 1.9362  0.20
C -0.6417 0.3067 0.6197  -0.22
C 1.6139 5.0175 -1.1775  0.13
C -1.7162 -0.0445 -1.6480  -0.20
H 0.3307 0.0836 -2.3829  0.20
F 2.6510 7.3055 -2.1217  -0.32
H 1.8493 5.7970 -0.4556  0.21
C -0.0129 -3.5018 2.7112  0.16
C -0.8937 -2.6254 2.1827  -0.22
H -4.0889 -0.7111 0.5686  0.21
C -0.7077 -3.6920 0.0543  -0.19
H 1.5749 -4.2244 5.5700  0.20
H -1.3184 -1.8534 2.7979  0.22
C 2.1822 5.0503 -2.4261  -0.30
C 0.7044 2.9832 -1.6561  0.57
N 0.8426 3.9903 -0.8350  -0.50
F 4.3349 5.9261 -2.5296  -0.32
C 1.9685 4.0020 -3.2552  0.12
C -1.2961 -2.7103 0.8417  0.01
H -3.8138 -2.0422 1.6608  0.22
N -1.4386 -0.5632 -0.2927  -0.48
H 0.6739 -5.3491 -0.0994  0.23

Computed properties:
Orbital gap in eV: 7.70
ΔE to the lowest compared entry with this formula, charge and spin in eV: 0.5617
Total energy in Eh: -1363.54618
HOMO level in hartree: -0.29840



This record from the Open Molecules 2025 dataset describes a cluster of 2 separate species, C19H19F3NO7S3 in total at a distorted geometry. The level of theory is ωB97M-V with the def2-TZVPD basis set.

Last column: natural (NBO) charge in e.
Positions of all 52 atoms, in Å:
C -1.5670 12.6321 0.5683  -0.23
C 0.2822 0.3442 -0.9812  -0.66
C -2.1107 11.3644 0.7835  -0.13
C -1.1622 4.6024 -2.0319  -0.14
H -1.7533 13.1399 -0.3769  0.22
O 1.6726 -0.4783 0.6745  -0.55
C -0.5840 12.5993 2.7722  -0.21
O -2.0493 0.2057 -1.2469  -0.68
H 3.3036 -1.4297 3.3936  0.19
C -0.7650 0.7432 -3.2221  -0.69
H -0.9632 10.8187 3.9395  0.25
C 3.2538 -1.0765 2.3624  -0.62
H -0.1355 4.6652 -3.9410  0.23
C -0.8047 13.2631 1.5596  -0.18
H -2.0143 8.3377 -2.6164  0.24
H -0.0032 13.0818 3.5570  0.22
H 3.7400 -0.0987 2.2972  0.20
C -0.9307 0.4111 -1.7397  0.48
C -1.7561 7.2950 -2.4604  -0.17
O -4.0218 9.2294 2.0556  -0.89
O -3.5830 8.7734 -0.7513  -0.94
C 0.3474 -0.2908 0.3357  0.74
H 1.2299 0.4442 -1.4940  0.18
C 1.7956 -0.9868 2.0046  -0.07
H -2.7256 10.8858 0.0264  0.25
F 0.7827 8.6989 1.4884  -0.32
H -2.3128 4.7857 -0.2265  0.25
O -2.1185 8.6300 3.5931  -0.89
H 0.2880 0.8290 -3.5190  0.19
C -1.9148 5.2996 -1.0957  -0.19
O -0.5419 -0.6719 1.0697  -0.66
C -0.7120 5.2314 -3.1970  -0.19
F 0.6929 7.6725 -0.4511  -0.32
H -0.6883 7.0804 -4.3119  0.21
S -3.1876 7.5352 -0.1265  2.29
C -1.1166 11.3296 2.9938  -0.18
S -2.6109 9.1189 2.3444  2.27
C -2.1664 6.6551 -1.2943  -0.36
F 1.6424 6.6679 1.2807  -0.32
H 1.2910 -0.3113 2.7083  0.17
C 0.6220 7.4925 0.8928  0.83
C -1.0186 6.5811 -3.4024  -0.23
H 3.7859 -1.7835 1.7191  0.20
O -4.1260 6.6354 0.4846  -0.89
H -1.2805 1.6857 -3.4546  0.19
N -1.9919 7.9775 1.0567  -1.08
H -0.3978 14.2664 1.3920  0.22
H 1.3366 -1.9817 2.0875  0.17
C -1.8517 10.7085 1.9826  -0.33
H -0.9447 3.5511 -1.8538  0.24
H -1.2391 -0.0428 -3.8285  0.21
S -0.9382 6.6560 1.3976  0.47

Computed properties:
Charge: -1
Orbital gap in eV: 4.86
ΔE to the lowest compared entry with this formula, charge and spin in eV: 0.9467
Total energy in Eh: -2811.00874
HOMO level in hartree: -0.12381